(1)
The following is a DFT calculation (wB97M-V/def2-TZVPD) of C6H10O in the gas phase.

Structure (XYZ):
```
17
Properties=species:S:1:pos:R:3:forces:R:3:nbo_charge:R:1
C -0.04217 1.40155 0.47815 0.0 0.2 0.1 -0.4191
H 0.67465 -1.02367 0.82024 -1.8 -0.8 -1.4 0.2656
C 0.38181 0.47988 -0.63242 0.1 0.1 -0.1 -0.2212
H 0.60535 -1.62946 -1.05936 0.0 0.0 0.9 0.2256
C -1.08333 0.78146 -0.41073 -0.1 0.0 -0.1 -0.2162
C -2.04529 -0.26096 0.11761 0.0 0.0 0.0 -0.6111
H -2.91104 0.21304 0.59347 0.1 0.0 -0.1 0.2150
H -1.57007 -0.90715 0.86188 -0.1 0.1 -0.1 0.2106
H -2.41678 -0.90240 -0.69050 0.0 0.1 0.1 0.2082
H 3.15387 -1.35027 -0.49348 0.0 0.2 -0.2 0.1268
O 2.52228 -0.78750 1.32598 1.1 -0.1 -0.4 -0.5375
C 0.89824 -0.90076 -0.27598 0.0 0.2 0.7 -0.5437
H -1.52179 1.44961 -1.15075 0.1 -0.1 0.1 0.2115
H 0.17643 2.45955 0.37913 -0.1 -0.1 0.0 0.2185
H 0.81719 0.95768 -1.50674 0.0 -0.1 0.1 0.2143
H 0.03386 1.02623 1.49698 0.0 0.0 -0.2 0.2190
C 2.32679 -1.00682 0.14651 0.5 0.3 0.6 0.4337
```
Positions in Å, forces in eV/Å.

Summary:
LUMO	0.036	Ha
energy above the lowest of the compared OMol25 structures with the same formula, charge and spin	139.4	kJ/mol
structure (SMILES)	C[C@H]1C[C@H]1CC=O
HOMO energy	-9.673	eV
total charge	0
max |F|	2.4	eV/A



(2)
The following is a DFT calculation (wB97M-V/def2-TZVPD) of a 2-piece molecular cluster, C6H10O overall.

Structure (XYZ):
```
17
Properties=species:S:1:pos:R:3:forces:R:3:nbo_charge:R:1
H 1.68478 1.28021 0.72291 -0.2 0.0 0.0 0.2112
C -0.12413 -0.85271 0.74573 -0.1 -0.2 0.1 0.3264
O -0.75652 -1.22930 -0.28262 0.1 0.1 0.3 -0.5667
H -0.10444 1.43597 1.05359 0.0 -0.1 -0.1 0.2158
H 0.80896 -2.47655 1.74144 0.0 0.1 -0.1 0.2234
H -2.55976 -0.13893 -1.50004 0.1 0.0 0.1 0.2111
H 1.31713 1.49773 -1.65102 -0.1 -0.1 0.1 0.2056
C 0.67028 1.14435 0.35163 0.0 0.2 -0.1 -0.5189
H 1.67219 -0.94652 1.93157 -0.1 -0.1 -0.1 0.2149
H 1.77663 -1.84946 0.38913 -0.1 0.1 0.0 0.2268
C 0.45676 1.30292 -1.01029 0.0 -0.1 0.1 -0.1176
H -0.73552 -0.45724 1.57840 0.1 0.0 -0.1 0.1174
H -1.97874 0.57523 0.07378 0.1 0.0 -0.2 0.1858
C 1.12264 -1.56414 1.21562 0.1 0.0 -0.1 -0.6701
C -1.74215 0.32810 -0.95816 0.0 0.2 0.0 -0.1278
C -0.74128 0.97978 -1.65800 0.0 -0.1 0.0 -0.3509
H -0.76682 0.97056 -2.74367 0.1 -0.1 0.1 0.2136
```
Positions in Å, forces in eV/Å.

Summary:
LUMO	0.023	Ha
energy above the lowest of the compared OMol25 structures with the same formula, charge and spin	279.9	kJ/mol
structure (SMILES)	C=CC=C.CC=O
HOMO energy	-8.134	eV
total charge	0
max |F|	0.3	eV/A



(3)
The following is a DFT calculation (wB97M-V/def2-TZVPD) of C6H10O as an isolated structure.

Structure (XYZ):
```
17
Properties=species:S:1:pos:R:3:forces:R:3:nbo_charge:R:1
H -1.07561 -0.96564 -1.81611 0.0 0.1 0.1 0.2167
H 2.40135 -0.04747 2.20113 -0.1 0.0 -0.1 0.2279
H -1.11930 2.01956 -1.04420 -0.1 -0.1 -0.1 0.2207
H 1.91052 0.36907 0.55470 0.0 -0.1 0.1 0.2187
H 2.37727 -1.30274 0.91658 -0.1 0.1 0.1 0.2360
O -0.15028 -1.61738 0.63590 0.0 -0.1 0.0 -0.5392
C 1.87686 -0.41896 1.31808 0.1 0.1 0.0 -0.6117
C 0.42950 -0.80034 1.67088 0.0 0.1 0.3 -0.0852
C -0.86259 -0.43558 0.22950 -0.1 0.2 -0.2 -0.0842
H 0.35365 -0.00364 -1.47032 -0.2 0.0 0.1 0.2072
H 0.34978 -1.24092 2.67030 0.0 0.1 -0.1 0.2184
C -0.71535 -0.10108 -1.24574 0.0 0.0 0.0 -0.4008
H -1.93678 -0.51900 0.49866 0.1 0.0 0.0 0.2348
H -1.32327 1.39431 -2.69428 0.0 0.0 0.2 0.2153
C -1.46838 1.16608 -1.63390 0.0 0.1 0.0 -0.6120
H -2.54455 1.05586 -1.45900 0.1 0.0 0.0 0.2046
C -0.32596 0.44742 1.32244 0.0 -0.3 -0.1 0.1328
```
Positions in Å, forces in eV/Å.

Summary:
LUMO	-0.005	Ha
energy above the lowest of the compared OMol25 structures with the same formula, charge and spin	392.6	kJ/mol
HOMO energy	-9.017	eV
total charge	0
max |F|	0.4	eV/A



Copy entry 2 word for word.
The following is a DFT calculation (wB97M-V/def2-TZVPD) of a 2-piece molecular cluster, C6H10O overall.

Structure (XYZ):
```
17
Properties=species:S:1:pos:R:3:forces:R:3:nbo_charge:R:1
H 1.68478 1.28021 0.72291 -0.2 0.0 0.0 0.2112
C -0.12413 -0.85271 0.74573 -0.1 -0.2 0.1 0.3264
O -0.75652 -1.22930 -0.28262 0.1 0.1 0.3 -0.5667
H -0.10444 1.43597 1.05359 0.0 -0.1 -0.1 0.2158
H 0.80896 -2.47655 1.74144 0.0 0.1 -0.1 0.2234
H -2.55976 -0.13893 -1.50004 0.1 0.0 0.1 0.2111
H 1.31713 1.49773 -1.65102 -0.1 -0.1 0.1 0.2056
C 0.67028 1.14435 0.35163 0.0 0.2 -0.1 -0.5189
H 1.67219 -0.94652 1.93157 -0.1 -0.1 -0.1 0.2149
H 1.77663 -1.84946 0.38913 -0.1 0.1 0.0 0.2268
C 0.45676 1.30292 -1.01029 0.0 -0.1 0.1 -0.1176
H -0.73552 -0.45724 1.57840 0.1 0.0 -0.1 0.1174
H -1.97874 0.57523 0.07378 0.1 0.0 -0.2 0.1858
C 1.12264 -1.56414 1.21562 0.1 0.0 -0.1 -0.6701
C -1.74215 0.32810 -0.95816 0.0 0.2 0.0 -0.1278
C -0.74128 0.97978 -1.65800 0.0 -0.1 0.0 -0.3509
H -0.76682 0.97056 -2.74367 0.1 -0.1 0.1 0.2136
```
Positions in Å, forces in eV/Å.

Summary:
LUMO	0.023	Ha
energy above the lowest of the compared OMol25 structures with the same formula, charge and spin	279.9	kJ/mol
structure (SMILES)	C=CC=C.CC=O
HOMO energy	-8.134	eV
total charge	0
max |F|	0.3	eV/A



> Which formula does entry 1 have?

C6H10O